C15H18F2N2O5 | the ωB97M-V functional and the def2-TZVPD basis

ΔE to the lowest compared entry with this formula, charge and spin: 0.0 kJ/mol
HOMO: -9.67 eV
F_max: 1.45 eV/Å
E_LUMO: 0.0 eV

Bonds (Å) are listed after each position.
Geometry (Å):
1 C -2.92298 0.36551 3.63566  H2 1.086, H3 1.086, H4 1.088, C5 1.531
2 H -2.03452 -0.25947 3.63876  C1 1.086
3 H -3.48715 0.17936 4.54516  C1 1.086
4 H -2.61689 1.40917 3.61953  C1 1.088
5 C -3.77893 0.04359 2.40826  C1 1.531, N6 1.464, C35 1.527, C39 1.530
6 N -3.01101 0.32260 1.19370  C5 1.464, C7 1.331, H34 1.015
7 C -1.85827 -0.26258 0.87517  N6 1.331, O8 1.209, N9 1.431
8 O -1.25940 -1.12035 1.48126  C7 1.209
9 N -1.28284 0.20402 -0.34877  C7 1.431, C10 1.350, H33 1.014
10 C -1.72036 1.15953 -1.19674  N9 1.350, O11 1.213, C12 1.531
11 O -2.76650 1.76439 -1.08818  C10 1.213
12 C -0.78317 1.43082 -2.37643  C10 1.531, H13 1.096, H14 1.093, O15 1.416
13 H -0.68273 2.51740 -2.47704  C12 1.096
14 H -1.23418 1.02150 -3.28393  C12 1.093
15 O 0.48998 0.82601 -2.24246  C12 1.416, C16 1.353
16 C 1.42398 1.53599 -1.56899  O15 1.353, O17 1.203, C18 1.481
17 O 1.21038 2.62786 -1.11064  C16 1.203
18 C 2.71271 0.81339 -1.46635  C16 1.481, C19 1.394, C23 1.389
19 C 3.74562 1.40840 -0.74302  C18 1.394, C20 1.380, H32 1.079
20 C 4.95869 0.76196 -0.62585  C19 1.380, C21 1.388, H31 1.079
21 C 5.16446 -0.47416 -1.22164  C20 1.388, C22 1.387, H30 1.078
22 C 4.13339 -1.06010 -1.94031  C21 1.387, C23 1.387, O25 1.397
23 C 2.90646 -0.42459 -2.06583  C18 1.389, C22 1.387, H24 1.077
24 H 2.12341 -0.90034 -2.63233  C23 1.077
25 O 4.21846 -2.29638 -2.58565  C22 1.397, C26 1.336
26 C 5.34805 -3.00964 -2.55599  O25 1.336, F27 1.356, F28 1.357, H29 1.101
27 F 5.74043 -3.34159 -1.30090  C26 1.356
28 F 6.40784 -2.35359 -3.09334  C26 1.357
29 H 5.19284 -3.93883 -3.12609  C26 1.101
30 H 6.12290 -0.95610 -1.11439  C21 1.078
31 H 5.76215 1.21521 -0.06655  C20 1.079
32 H 3.57259 2.36979 -0.28536  C19 1.079
33 H -0.40504 -0.25539 -0.56378  N9 1.014
34 H -3.36036 1.03381 0.55921  N6 1.015
35 C -5.01154 0.94400 2.36539  C5 1.527, H36 1.088, H37 1.088, H38 1.086
36 H -4.71817 1.99112 2.34360  C35 1.088
37 H -5.60908 0.73069 1.48194  C35 1.088
38 H -5.62575 0.77643 3.24580  C35 1.086
39 C -4.19203 -1.43005 2.41967  C5 1.530, H40 1.086, H41 1.088, H42 1.086
40 H -3.30712 -2.05983 2.40972  C39 1.086
41 H -4.79621 -1.66000 1.54490  C39 1.088
42 H -4.77010 -1.64955 3.31283  C39 1.086

Charges computed using Mulliken, reported in e: number 1, C, carries -1.660; number 2, H, carries 0.391; number 3, H, carries 0.426; number 4, H, carries 0.380; number 5, C, carries 1.380; number 6, N, carries -0.223; number 7, C, carries 0.435; number 8, O, carries -0.665; number 9, N, carries -0.069; number 10, C, carries 0.797; number 11, O, carries -0.740; number 12, C, carries -0.626; number 13, H, carries 0.371; number 14, H, carries 0.380; number 15, O, carries -0.394; number 16, C, carries 0.599; number 17, O, carries -0.619; number 18, C, carries 0.497; number 19, C, carries -0.743; number 20, C, carries -0.675; number 21, C, carries -0.662; number 22, C, carries 0.357; number 23, C, carries -0.176; number 24, H, carries 0.533; number 25, O, carries -0.339; number 26, C, carries 0.423; number 27, F, carries -0.241; number 28, F, carries -0.243; number 29, H, carries 0.172; number 30, H, carries 0.398; number 31, H, carries 0.395; number 32, H, carries 0.483; number 33, H, carries 0.144; number 34, H, carries 0.503; number 35, C, carries -1.806; number 36, H, carries 0.420; number 37, H, carries 0.417; number 38, H, carries 0.437; number 39, C, carries -1.651; number 40, H, carries 0.388; number 41, H, carries 0.381; number 42, H, carries 0.424


C24H18Br2Cl2F4INO11 | the ωB97M-V functional and the def2-TZVPD basis

HOMO: -9.35 eV
F_max: 0.67 eV/Å
E_LUMO: -1.4 eV

Bonds (Å) are listed after each position.
Geometry (Å):
1 C -2.09791 -1.40082 6.02413  C2 1.499, H39 1.089, H40 1.090, H41 1.085
2 C -0.79871 -1.46134 5.27942  C1 1.499, O3 1.192, O4 1.391
3 O 0.18461 -0.86810 5.59706  C2 1.192
4 O -0.81771 -2.30957 4.17652  C2 1.391, C5 1.379
5 C -0.80509 -1.78047 2.90319  O4 1.379, O6 1.192, C7 1.511
6 O -1.32106 -2.40122 2.02651  C5 1.192
7 C -0.12932 -0.44262 2.71363  C5 1.511, C8 1.511, H42 1.085, H43 1.090
8 C -0.40869 0.09428 1.32951  C7 1.511, C9 1.392, C15 1.403
9 C 0.53734 -0.04661 0.31823  C8 1.392, C10 1.404, C37 1.491
10 C 0.31687 0.46970 -0.96882  C9 1.404, C11 1.387, C21 1.500
11 C -0.86830 1.13895 -1.23394  C10 1.387, I12 2.080, C13 1.400
12 I -1.32002 1.97460 -3.08483  C11 2.080
13 C -1.82413 1.27308 -0.22033  C11 1.400, O14 1.365, C15 1.393
14 O -2.96028 1.98797 -0.46612  C13 1.365, H44 0.966
15 C -1.61842 0.74894 1.05406  C8 1.403, C13 1.393, C16 1.511
16 C -2.64525 0.88132 2.15457  C15 1.511, Cl17 1.795, C18 1.550, H45 1.082
17 Cl -2.31701 2.42100 3.01701  C16 1.795
18 C -4.12852 0.64664 1.76944  C16 1.550, C19 1.520, Cl20 1.790, H46 1.085
19 C -4.79241 -0.24110 2.81013  C18 1.520, H47 1.089, H48 1.092, H49 1.090
20 Cl -5.11615 2.13534 1.65663  C18 1.790
21 C 1.41536 0.27583 -1.97112  C10 1.500, O22 1.205, C23 1.499
22 O 1.22734 0.03288 -3.13666  C21 1.205
23 C 2.81104 0.34408 -1.42958  C21 1.499, C24 1.502, C33 1.336
24 C 3.89916 0.95959 -2.26166  C23 1.502, C25 1.544, H50 1.088, H51 1.088
25 C 4.16947 2.40921 -1.80323  C24 1.544, C26 1.531, H52 1.086, H53 1.088
26 C 3.24089 3.42162 -2.47817  C25 1.531, F27 1.366, Br28 1.947, C29 1.549
27 F 2.06775 2.83728 -2.86360  C26 1.366
28 Br 4.07398 4.12043 -4.09324  C26 1.947
29 C 2.85210 4.55037 -1.49042  C26 1.549, F30 1.350, F31 1.343, Br32 1.929
30 F 1.95379 4.01487 -0.63618  C29 1.350
31 F 3.93409 4.90444 -0.77804  C29 1.343
32 Br 2.05195 6.13259 -2.25101  C29 1.929
33 C 2.99387 -0.16730 -0.20894  C23 1.336, O34 1.368, C37 1.495
34 O 4.21122 -0.19691 0.41435  C33 1.368, N35 1.512
35 N 5.17771 -1.21034 -0.15643  O34 1.512, O36 1.141
36 O 4.76025 -2.27162 -0.13214  N35 1.141
37 C 1.84038 -0.73156 0.55756  C9 1.491, C33 1.495, O38 1.206
38 O 1.98701 -1.67815 1.29060  C37 1.206
39 H -1.88699 -1.63235 7.06735  C1 1.089
40 H -2.45589 -0.37133 5.99220  C1 1.090
41 H -2.84112 -2.09224 5.64216  C1 1.085
42 H 0.93397 -0.52359 2.91113  C7 1.085
43 H -0.52500 0.25735 3.44975  C7 1.090
44 H -3.52187 1.50590 -1.08667  O14 0.966
45 H -2.44564 0.12830 2.90604  C16 1.082
46 H -4.16446 0.19046 0.78523  C18 1.085
47 H -5.79519 -0.49947 2.47290  C19 1.089
48 H -4.23510 -1.16937 2.94862  C19 1.092
49 H -4.89341 0.29123 3.75542  C19 1.090
50 H 4.83048 0.41460 -2.12491  C24 1.088
51 H 3.61601 0.94123 -3.31169  C24 1.088
52 H 5.18918 2.67110 -2.07099  C25 1.086
53 H 4.07968 2.50882 -0.72311  C25 1.088
54 C -0.06280 -2.81771 -4.69887  C55 1.514, O59 1.431, H61 1.091, H62 1.086
55 C -0.80394 -2.83397 -3.37932  C54 1.514, O56 1.414, F60 1.352, H63 1.092
56 O -1.88194 -3.70865 -3.64745  C55 1.414, C57 1.365
57 C -1.48982 -4.57132 -4.63014  O56 1.365, O58 1.182, O59 1.355
58 O -2.05589 -5.56711 -4.92018  C57 1.182
59 O -0.35362 -4.12061 -5.21486  C54 1.431, C57 1.355
60 F -1.28102 -1.61267 -3.05071  C55 1.352
61 H -0.47529 -2.05789 -5.36366  C54 1.091
62 H 1.00849 -2.67394 -4.59727  C54 1.086
63 H -0.22601 -3.22407 -2.53905  C55 1.092

Charges computed using Mulliken, reported in e: number 1, C, carries -1.068; number 2, C, carries 0.757; number 3, O, carries -0.490; number 4, O, carries -0.404; number 5, C, carries 0.741; number 6, O, carries -0.522; number 7, C, carries -2.129; number 8, C, carries 0.753; number 9, C, carries -0.792; number 10, C, carries 1.213; number 11, C, carries -0.189; number 12, I, carries 0.102; number 13, C, carries 0.928; number 14, O, carries -0.535; number 15, C, carries 0.110; number 16, C, carries 0.294; number 17, Cl, carries -0.134; number 18, C, carries 0.273; number 19, C, carries -1.465; number 20, Cl, carries -0.182; number 21, C, carries -0.866; number 22, O, carries -0.533; number 23, C, carries 0.683; number 24, C, carries -1.534; number 25, C, carries -1.187; number 26, C, carries 0.252; number 27, F, carries -0.053; number 28, Br, carries -0.032; number 29, C, carries 0.406; number 30, F, carries -0.152; number 31, F, carries -0.226; number 32, Br, carries -0.089; number 33, C, carries 0.270; number 34, O, carries -0.347; number 35, N, carries 0.275; number 36, O, carries -0.171; number 37, C, carries 0.453; number 38, O, carries -0.641; number 39, H, carries 0.383; number 40, H, carries 0.274; number 41, H, carries 0.331; number 42, H, carries 0.921; number 43, H, carries 0.899; number 44, H, carries 0.334; number 45, H, carries -0.528; number 46, H, carries 0.358; number 47, H, carries 0.460; number 48, H, carries 0.337; number 49, H, carries 0.337; number 50, H, carries 0.657; number 51, H, carries 0.357; number 52, H, carries 0.628; number 53, H, carries 0.431; number 54, C, carries -0.255; number 55, C, carries 0.345; number 56, O, carries -0.337; number 57, C, carries 0.535; number 58, O, carries -0.489; number 59, O, carries -0.350; number 60, F, carries -0.189; number 61, H, carries 0.273; number 62, H, carries 0.214; number 63, H, carries 0.302


Let's list HOMO-LUMO gap in order: 9.7128 7.9861 eV.